No. 1
C5H3F5O | ωB97M-V with the def2-TZVPD basis set

ORCA input file:
```
! wB97M-V def2-TZVPD RIJCOSX def2/J DEFGRID3
* xyz 0 1
C -0.151 1.784 0.077
C 0.468 2.809 -0.008
C 1.333 -1.262 -1.224
C 0.777 -2.377 -0.792
C -1.562 0.459 1.371
O -0.484 0.584 0.410
F 0.719 3.967 -0.527
F 2.552 -0.901 -0.767
F 0.930 -0.544 -2.288
F 1.097 -3.067 0.268
F -0.466 -2.719 -1.181
H -2.343 -0.178 0.869
H -1.843 1.536 1.576
H -1.028 -0.090 2.215
*
```

Results
E: -20862.4840 eV
Relative energy (zero: lowest compared OMol25 entry of this formula, charge and spin): 5.339 eV
F_max: 2.38 eV/Å
Gap between HOMO and LUMO: 9.896 eV
Structure (SMILES): FC(F)=C(F)F.COC#CF
E_LUMO: 0.5 eV

Atomic charges from the natural (NBO) analysis, expressed in e, are listed below: number 1, C, carries 0.155; number 2, C, carries 0.260; number 3, C, carries 0.592; number 4, C, carries 0.572; number 5, C, carries -0.256; number 6, O, carries -0.501; number 7, F, carries -0.274; number 8, F, carries -0.296; number 9, F, carries -0.284; number 10, F, carries -0.278; number 11, F, carries -0.306; number 12, H, carries 0.204; number 13, H, carries 0.207; number 14, H, carries 0.204

No. 2
C4H8O2 | ωB97M-V with the def2-TZVPD basis set

ORCA input file:
```
! wB97M-V def2-TZVPD RIJCOSX def2/J DEFGRID3
* xyz 0 1
C -1.416 1.116 -1.868
C -0.251 1.047 -0.936
O -0.164 2.086 -0.158
C 1.310 -2.026 2.236
C 1.147 -1.169 1.230
O 0.694 -1.519 0.007
H -2.008 2.048 -1.821
H -2.063 0.259 -1.643
H -1.061 0.961 -2.893
H -0.876 2.749 -0.313
H 1.701 -1.684 3.187
H 1.058 -3.076 2.124
H 1.385 -0.109 1.344
H 0.544 -0.685 -0.497
*
```

Results
E: -8369.3694 eV
Relative energy (zero: lowest compared OMol25 entry of this formula, charge and spin): 3.912 eV
F_max: 0.39 eV/Å
Gap between HOMO and LUMO: 8.668 eV
E_LUMO: 0.5 eV

Atomic charges from the natural (NBO) analysis, expressed in e, are listed below: number 1, C, carries -0.783; number 2, C, carries 0.304; number 3, O, carries -0.614; number 4, C, carries -0.542; number 5, C, carries 0.148; number 6, O, carries -0.726; number 7, H, carries 0.183; number 8, H, carries 0.266; number 9, H, carries 0.260; number 10, H, carries 0.459; number 11, H, carries 0.201; number 12, H, carries 0.201; number 13, H, carries 0.158; number 14, H, carries 0.486

No. 3
C28H28F2N | ωB97M-V with the def2-TZVPD basis set

ORCA input file:
```
! wB97M-V def2-TZVPD RIJCOSX def2/J DEFGRID3
* xyz 1 1
F 3.576 -3.720 2.748
C 2.621 -2.761 2.990
C 2.662 -2.078 4.209
C 1.614 -1.189 4.492
C 0.601 -0.976 3.570
C 0.630 -1.585 2.286
C -0.343 -1.217 1.305
C -0.576 -1.992 0.170
C -1.793 -2.061 -0.490
C -2.061 -2.945 -1.579
C -1.149 -3.964 -1.989
C -1.432 -4.697 -3.138
F -0.521 -5.649 -3.546
C -2.588 -4.517 -3.895
C -3.523 -3.570 -3.448
C -3.278 -2.814 -2.308
C 1.629 -2.569 2.042
H 3.463 -2.267 4.920
H 1.596 -0.660 5.446
H -0.237 -0.318 3.810
H -1.035 -0.404 1.551
H 0.261 -2.575 -0.228
H -2.610 -1.412 -0.164
H -0.247 -4.165 -1.412
H -2.745 -5.097 -4.801
H -4.448 -3.426 -4.007
H -4.012 -2.090 -1.953
H 1.603 -3.167 1.132
C 0.621 2.860 4.813
C 1.755 2.222 4.283
C 1.765 1.814 2.954
C 0.632 2.003 2.124
C 0.612 1.450 0.788
C -0.279 1.877 -0.175
N 0.003 2.055 -1.489
C -1.046 2.680 -2.296
C -0.898 2.369 -3.779
C 0.495 2.732 -4.285
C 1.594 2.149 -3.398
C 1.365 2.388 -1.900
C -0.466 2.732 2.650
C -0.478 3.129 3.984
H 0.609 3.153 5.864
H 2.635 2.047 4.908
H 2.643 1.326 2.522
H 1.407 0.754 0.506
H -1.332 2.040 0.089
H -2.016 2.331 -1.929
H -0.996 3.776 -2.166
H -1.098 1.305 -3.958
H -1.657 2.937 -4.327
H 0.625 2.366 -5.309
H 0.596 3.824 -4.309
H 1.674 1.068 -3.573
H 2.564 2.582 -3.669
H 1.563 3.459 -1.695
H 2.084 1.807 -1.311
H -1.296 2.978 1.985
H -1.339 3.672 4.382
*
```

Results
E: -36407.1097 eV
Relative energy (zero: lowest compared OMol25 entry of this formula, charge and spin): 0.694 eV
F_max: 1.88 eV/Å
Gap between HOMO and LUMO: 4.388 eV
E_LUMO: -5.4 eV

Atomic charges from the natural (NBO) analysis, expressed in e, are listed below: number 1, F, carries -0.316; number 2, C, carries 0.369; number 3, C, carries -0.189; number 4, C, carries -0.206; number 5, C, carries -0.109; number 6, C, carries -0.160; number 7, C, carries 0.057; number 8, C, carries -0.301; number 9, C, carries 0.010; number 10, C, carries -0.128; number 11, C, carries -0.222; number 12, C, carries 0.400; number 13, F, carries -0.317; number 14, C, carries -0.214; number 15, C, carries -0.197; number 16, C, carries -0.145; number 17, C, carries -0.178; number 18, H, carries 0.252; number 19, H, carries 0.243; number 20, H, carries 0.237; number 21, H, carries 0.238; number 22, H, carries 0.216; number 23, H, carries 0.220; number 24, H, carries 0.233; number 25, H, carries 0.253; number 26, H, carries 0.239; number 27, H, carries 0.222; number 28, H, carries 0.225; number 29, C, carries -0.222; number 30, C, carries -0.210; number 31, C, carries -0.206; number 32, C, carries -0.079; number 33, C, carries -0.361; number 34, C, carries 0.142; number 35, N, carries -0.373; number 36, C, carries -0.212; number 37, C, carries -0.408; number 38, C, carries -0.403; number 39, C, carries -0.407; number 40, C, carries -0.223; number 41, C, carries -0.175; number 42, C, carries -0.217; number 43, H, carries 0.226; number 44, H, carries 0.224; number 45, H, carries 0.216; number 46, H, carries 0.221; number 47, H, carries 0.192; number 48, H, carries 0.209; number 49, H, carries 0.193; number 50, H, carries 0.203; number 51, H, carries 0.227; number 52, H, carries 0.227; number 53, H, carries 0.205; number 54, H, carries 0.203; number 55, H, carries 0.228; number 56, H, carries 0.198; number 57, H, carries 0.224; number 58, H, carries 0.196; number 59, H, carries 0.226